C4H3N3O | ωB97M-V/def2-TZVPD

Last column: Mulliken charge in e.
CARTESIAN COORDINATES (ANGSTROEM)
O: -0.15487 0.29226 2.76700  -0.47
N: -0.71541 -0.06160 -0.94236  -0.32
N: -0.09690 1.13777 -0.61381  -0.29
N: 2.44304 -1.53747 -0.78215  -0.36
C: -0.78132 0.44962 1.57773  0.06
C: 1.33966 -1.20214 -1.09987  0.35
C: 0.02911 -0.97134 -1.50295  -0.12
C: -0.23549 1.44344 0.58574  -0.08
H: 0.14730 2.27558 1.07271  0.44
H: -1.53178 -0.20082 1.12462  0.40
H: -0.44335 -1.62530 -2.18666  0.40

Atomic forces in eV per Å
-4.23 0.95 -7.04
0.87 0.18 -3.12
-0.24 -1.24 -0.39
-4.64 1.52 -1.19
4.45 -0.55 5.56
6.60 -1.56 0.91
-2.18 1.63 1.63
-0.62 -1.47 2.90
0.83 1.97 0.03
-0.36 -0.35 0.85
-0.49 -1.08 -0.14

- energy relative to the best compared isomer or geometry (same formula, charge and spin) (kJ/mol) = 378.7
- HOMO-LUMO gap (eV) = 9.082
- E_LUMO (Ha) = -0.0500
- HOMO level (eV) = -10.44
- SMILES = N#C/C=N\N=C/C=O

C4H3N3O | ωB97M-V/def2-TZVPD

Last column: Mulliken charge in e.
CARTESIAN COORDINATES (ANGSTROEM)
O: 0.92462 1.98444 -0.04010  -0.47
N: 2.13991 -0.13984 0.28003  -0.31
N: 0.45816 -1.22540 -0.21158  0.26
N: 1.69018 -1.30301 0.11620  -0.54
C: -2.76038 0.09693 0.23190  -0.36
C: 1.05984 0.69478 -0.09876  0.08
C: -0.17439 -0.06201 -0.21516  0.35
C: -1.51572 0.05169 -0.07058  -0.09
H: -3.81934 -0.15601 0.23790  0.37
H: 0.09687 -2.29270 -0.20541  0.32
H: 1.90026 2.35114 -0.02444  0.39

Atomic forces in eV per Å
4.37 3.19 0.06
-1.03 4.83 -1.50
-2.67 -9.42 0.34
0.88 -1.75 -0.07
5.65 -0.95 -1.88
-2.32 -1.81 1.87
5.64 1.20 -0.34
-8.57 0.92 1.56
0.73 0.58 0.14
0.09 3.76 -0.27
-2.77 -0.55 0.09

- energy relative to the best compared isomer or geometry (same formula, charge and spin) (kJ/mol) = 421.2
- HOMO-LUMO gap (eV) = 8.952
- E_LUMO (Ha) = 0.0194
- HOMO level (eV) = -8.42
- SMILES = C#Cc1[nH]nnc1O

Question: Which formula does entry 2 have?
Answer: C4H3N3O

Question: Number 1 is which compound?
Answer: C4H3N3O

Question: Among the records above, which one has the lowest HOMO-LUMO gap?
Answer: number 2

Repeat the first record exactly.
C4H3N3O | ωB97M-V/def2-TZVPD

Last column: Mulliken charge in e.
CARTESIAN COORDINATES (ANGSTROEM)
O: -0.15487 0.29226 2.76700  -0.47
N: -0.71541 -0.06160 -0.94236  -0.32
N: -0.09690 1.13777 -0.61381  -0.29
N: 2.44304 -1.53747 -0.78215  -0.36
C: -0.78132 0.44962 1.57773  0.06
C: 1.33966 -1.20214 -1.09987  0.35
C: 0.02911 -0.97134 -1.50295  -0.12
C: -0.23549 1.44344 0.58574  -0.08
H: 0.14730 2.27558 1.07271  0.44
H: -1.53178 -0.20082 1.12462  0.40
H: -0.44335 -1.62530 -2.18666  0.40

Atomic forces in eV per Å
-4.23 0.95 -7.04
0.87 0.18 -3.12
-0.24 -1.24 -0.39
-4.64 1.52 -1.19
4.45 -0.55 5.56
6.60 -1.56 0.91
-2.18 1.63 1.63
-0.62 -1.47 2.90
0.83 1.97 0.03
-0.36 -0.35 0.85
-0.49 -1.08 -0.14

- energy relative to the best compared isomer or geometry (same formula, charge and spin) (kJ/mol) = 378.7
- HOMO-LUMO gap (eV) = 9.082
- E_LUMO (Ha) = -0.0500
- HOMO level (eV) = -10.44
- SMILES = N#C/C=N\N=C/C=O